Entry w
{
  "formula": "C34H94O13",
  "method": "the ωB97M-V functional and the def2-TZVPD basis",
  "elements": ["C", "C", "C", "O", "H", "H", "H", "H", "H", "H", "H", "H", "C", "C", "C", "O", "H", "H", "H", "H", "H", "H", "H", "H", "C", "C", "C", "O", "H", "H", "H", "H", "H", "H", "H", "H", "C", "C", "C", "O", "H", "H", "H", "H", "H", "H", "H", "H", "C", "C", "C", "O", "H", "H", "H", "H", "H", "H", "H", "H", "C", "C", "C", "O", "H", "H", "H", "H", "H", "H", "H", "H", "C", "C", "C", "O", "H", "H", "H", "H", "H", "H", "H", "H", "C", "C", "C", "O", "H", "H", "H", "H", "H", "H", "H", "H", "C", "C", "O", "H", "H", "H", "H", "H", "H", "C", "C", "O", "H", "H", "H", "H", "H", "H", "C", "C", "O", "H", "H", "H", "H", "H", "H", "C", "C", "O", "H", "H", "H", "H", "H", "H", "C", "C", "O", "H", "H", "H", "H", "H", "H"],
  "coordinates": [[16.9466, 18.4143, 9.4559], [17.6332, 17.0388, 9.6108], [16.9985, 15.9295, 8.7743], [19.0304, 17.2015, 9.4867], [17.2583, 19.1537, 10.2265], [15.8633, 18.2070, 9.5604], [16.9437, 18.7977, 8.4405], [17.4272, 16.7507, 10.6622], [17.5224, 14.9757, 8.9047], [16.9542, 16.1115, 7.7478], [16.0104, 15.7750, 9.1842], [19.3644, 16.8141, 8.6756], [9.0911, 14.2634, 8.4914], [8.5271, 14.2649, 9.9285], [7.7706, 15.5487, 10.1716], [7.8233, 13.0767, 10.3077], [8.2968, 14.4673, 7.7415], [9.5816, 13.3254, 8.3534], [9.8065, 15.0783, 8.3530], [9.4627, 14.3004, 10.5604], [7.0726, 15.6338, 9.3741], [8.4960, 16.4709, 10.0679], [7.2975, 15.5368, 11.2146], [7.0227, 13.0714, 9.8076], [16.6903, 13.6274, 12.8254], [15.5492, 13.1307, 11.9591], [14.4303, 12.5039, 12.7848], [14.9069, 14.1310, 11.1539], [17.1661, 12.8195, 13.3843], [16.3370, 14.2258, 13.5900], [17.4359, 14.0988, 12.3025], [16.0545, 12.5167, 11.2398], [14.6938, 11.9463, 13.6893], [13.7820, 11.9702, 12.0977], [13.8776, 13.4138, 13.1189], [15.0303, 14.9625, 11.6163], [18.1589, 10.5550, 6.4325], [16.9453, 11.2677, 6.9697], [15.6834, 10.3674, 6.8801], [17.0880, 11.6823, 8.3819], [17.9751, 10.2032, 5.4405], [18.2396, 9.6928, 7.0956], [19.0678, 11.1335, 6.3505], [16.9435, 12.1171, 6.3301], [14.9393, 10.6894, 7.6227], [16.0256, 9.3557, 7.2170], [15.2016, 10.2594, 5.9148], [16.2346, 12.1191, 8.5212], [11.7182, 10.0833, 17.7987], [11.7045, 11.1959, 16.7682], [11.9426, 10.6794, 15.3531], [10.2960, 11.6719, 16.6879], [12.7321, 9.6807, 17.8540], [11.0815, 9.2329, 17.4211], [11.2902, 10.4109, 18.7003], [12.3786, 12.1047, 16.9026], [12.9176, 10.2019, 15.2647], [11.9061, 11.5083, 14.6712], [11.2469, 9.9042, 15.0120], [9.9846, 11.7602, 17.6024], [15.6299, 8.3911, 10.6000], [14.4181, 9.0357, 11.2288], [13.0818, 8.4681, 10.6614], [14.4608, 8.7043, 12.6698], [15.6695, 8.4115, 9.4758], [15.5659, 7.3371, 10.8007], [16.5241, 8.8246, 11.0555], [14.4891, 10.0948, 11.1175], [13.2057, 7.3845, 10.9900], [13.0210, 8.6344, 9.5936], [12.2279, 8.8734, 11.0926], [14.0319, 9.3741, 13.2000], [20.3079, 11.7888, 9.8922], [19.8387, 13.2477, 9.7155], [20.9526, 14.3063, 10.0998], [19.4098, 13.3963, 8.3584], [21.3730, 11.6140, 9.5705], [19.5894, 11.0700, 9.3649], [20.3190, 11.5219, 10.9299], [19.0351, 13.3613, 10.4275], [20.4662, 15.2750, 10.3509], [21.7333, 14.3915, 9.3318], [21.4682, 13.8106, 10.9191], [18.4908, 12.9414, 8.3196], [8.2172, 13.8287, 14.4136], [9.6120, 14.5806, 14.2190], [9.4393, 16.1010, 14.1470], [10.5133, 14.3135, 15.3036], [7.6319, 14.0326, 13.5739], [7.6756, 14.3351, 15.2569], [8.1181, 12.7192, 14.5017], [10.0387, 14.1932, 13.2870], [10.3359, 16.6389, 13.9631], [9.0547, 16.5293, 15.0917], [8.7385, 16.3464, 13.3909], [10.3053, 13.5172, 15.8048], [17.1977, 11.5437, 16.1662], [17.4563, 10.3331, 15.3111], [16.9599, 10.5489, 13.9391], [16.1684, 11.8542, 16.1024], [17.7485, 12.3080, 15.6879], [17.4405, 11.3018, 17.1821], [17.0018, 9.4525, 15.7065], [18.5486, 10.1165, 15.2602], [16.9090, 9.6728, 13.5475], [14.4251, 14.7364, 16.0577], [14.9100, 15.9257, 15.1370], [14.1779, 15.9201, 13.8644], [14.4297, 13.7810, 15.5412], [13.4653, 15.0617, 16.3669], [15.1120, 14.6152, 16.9534], [15.9519, 15.8655, 14.8595], [14.7075, 16.8361, 15.7800], [13.2198, 15.9462, 14.0047], [12.1509, 17.2305, 9.9891], [11.5286, 16.2544, 11.0398], [11.6067, 14.8659, 10.6799], [11.5847, 17.0915, 9.1059], [13.1882, 16.9056, 9.9051], [12.0904, 18.2222, 10.3672], [10.4262, 16.4567, 11.1542], [12.0697, 16.3670, 11.9557], [12.5519, 14.6497, 10.6472], [10.8313, 11.5109, 11.9055], [9.8217, 10.7313, 12.6495], [10.0914, 9.3699, 12.9079], [11.8450, 11.5621, 12.2880], [10.4686, 12.5327, 11.9694], [10.9440, 11.0956, 10.8773], [8.9496, 10.7652, 12.0207], [9.5009, 11.2138, 13.5450], [9.2626, 9.0553, 13.3009], [12.8353, 14.1993, 7.8010], [14.3049, 13.6803, 7.6897], [14.5675, 12.7355, 8.7331], [12.7564, 15.1366, 8.3770], [12.2192, 13.4476, 8.2194], [12.4165, 14.3439, 6.7375], [14.9881, 14.5197, 7.6683], [14.4688, 13.0953, 6.7537], [14.5690, 13.2220, 9.5856]],
  "mulliken_charge": [-1.28, 0.84, -0.73, -0.61, 0.33, 0.18, 0.39, -0.09, 0.24, 0.70, -0.31, 0.38, -1.28, 1.82, -1.26, -0.48, 0.42, 0.34, 0.15, -0.92, 0.53, 0.23, 0.15, 0.27, -1.42, 0.98, 0.08, 0.35, 0.14, -0.02, 0.51, -0.13, 0.05, -0.65, -0.04, -0.13, -1.78, 0.80, -1.21, -0.08, 0.44, 0.41, 0.32, 0.37, 0.17, 0.34, 0.32, 0.18, -1.34, 0.72, -0.69, -0.52, 0.36, 0.31, 0.46, -0.15, 0.43, -0.22, 0.37, 0.26, -1.35, 1.99, -1.24, -0.61, 0.13, 0.48, 0.27, -0.81, 0.29, 0.29, 0.28, 0.24, -1.26, 2.12, -1.47, -0.62, 0.29, 0.18, 0.39, -0.90, 0.32, 0.31, 0.42, 0.23, -1.44, 2.66, -1.70, -0.55, 0.38, 0.40, 0.30, -1.22, 0.36, 0.39, 0.36, 0.23, -0.86, -0.37, -0.25, 0.07, 0.29, 0.42, 0.43, 0.27, 0.12, -0.49, -0.58, -0.32, -0.25, 0.45, 0.36, 0.38, 0.33, 0.12, -1.33, 0.64, 0.63, 0.34, 0.02, 0.52, 0.08, -0.18, -0.49, 1.06, -0.92, -0.57, -0.81, -0.80, 0.60, 0.64, 0.41, 0.36, -0.99, -0.11, -0.10, -0.06, 0.23, 0.44, -0.02, 0.44, -0.23],
  "orbital_gap_ev": 9.85,
  "lumo_energy_ev": 0.53
}

Entry x
{
  "formula": "C34H94O13",
  "method": "the ωB97M-V functional and the def2-TZVPD basis",
  "elements": ["C", "C", "O", "H", "H", "H", "H", "H", "H", "C", "C", "O", "H", "H", "H", "H", "H", "H", "O", "H", "H", "C", "C", "C", "O", "H", "H", "H", "H", "H", "H", "H", "H", "C", "C", "C", "O", "H", "H", "H", "H", "H", "H", "H", "H", "C", "C", "C", "O", "H", "H", "H", "H", "H", "H", "H", "H", "C", "C", "C", "O", "H", "H", "H", "H", "H", "H", "H", "H", "C", "C", "C", "O", "H", "H", "H", "H", "H", "H", "H", "H", "C", "C", "C", "O", "H", "H", "H", "H", "H", "H", "H", "H", "C", "C", "C", "O", "H", "H", "H", "H", "H", "H", "H", "H", "C", "C", "C", "O", "H", "H", "H", "H", "H", "H", "H", "H", "C", "C", "C", "O", "H", "H", "H", "H", "H", "H", "H", "H", "C", "C", "C", "O", "H", "H", "H", "H", "H", "H", "H", "H"],
  "coordinates": [[4.4017, -3.3039, -0.8501], [5.7515, -3.4696, -0.2003], [5.5199, -4.0199, 1.1026], [3.7239, -2.6703, -0.2773], [3.9374, -4.2710, -1.0371], [4.4959, -2.8148, -1.8236], [6.3548, -2.5627, -0.1012], [6.3276, -4.1694, -0.8188], [6.3335, -4.0182, 1.6154], [0.6334, -2.5072, -4.1530], [1.3183, -2.2679, -2.8141], [0.7605, -3.1754, -1.8549], [0.7406, -3.5757, -4.3520], [1.0742, -1.8964, -4.9361], [-0.4226, -2.2733, -4.0299], [1.0535, -1.2589, -2.4704], [2.4087, -2.3101, -2.8316], [0.9603, -2.8282, -0.9697], [-1.9914, -3.3350, -1.6431], [-2.0624, -3.7149, -0.7525], [-1.0335, -3.1471, -1.7605], [-0.9742, 5.6680, 2.4408], [-0.3683, 5.1783, 3.7551], [-0.2051, 3.6652, 3.7154], [0.8704, 5.8266, 3.9979], [-1.1444, 6.7466, 2.4618], [-1.8961, 5.1525, 2.1752], [-0.2472, 5.5428, 1.6290], [-1.0596, 5.4363, 4.5588], [0.2994, 3.2693, 4.5956], [0.3736, 3.3886, 2.8293], [-1.2126, 3.2516, 3.6283], [1.4696, 5.6066, 3.2768], [-3.3023, -0.3946, -3.1276], [-4.7044, -0.9448, -2.8066], [-5.3357, -1.4418, -4.1033], [-4.6040, -1.9346, -1.8044], [-2.6435, -1.1790, -3.5099], [-2.7822, -0.0749, -2.2252], [-3.4110, 0.3965, -3.8676], [-5.3059, -0.1294, -2.3997], [-5.2580, -0.6545, -4.8563], [-6.3311, -1.8727, -4.0109], [-4.7321, -2.2561, -4.5283], [-3.9703, -2.5950, -2.1271], [-2.3422, 0.3424, 4.4612], [-2.5682, -1.0833, 3.9572], [-2.1781, -2.1161, 4.9899], [-3.9232, -1.2988, 3.5980], [-1.2915, 0.6164, 4.5668], [-2.7729, 0.4458, 5.4645], [-2.8631, 1.0729, 3.8408], [-1.9158, -1.1691, 3.0762], [-1.2223, -1.8758, 5.4688], [-2.1191, -3.1149, 4.5674], [-2.8432, -2.1138, 5.8578], [-4.0469, -1.0953, 2.6664], [-2.6673, -5.1605, 3.1048], [-1.9005, -4.5233, 1.9399], [-0.6177, -5.2650, 1.6424], [-2.7712, -4.5086, 0.8155], [-3.5272, -4.5531, 3.3937], [-2.1143, -5.4254, 4.0069], [-3.1217, -6.1024, 2.7694], [-1.6834, -3.4874, 2.2084], [-0.1478, -4.8742, 0.7376], [-0.7858, -6.3419, 1.5820], [0.1224, -5.1298, 2.4372], [-3.2335, -5.3486, 0.7422], [1.0899, 0.4056, 1.8843], [0.4062, -0.5954, 0.9458], [-0.3065, 0.0063, -0.2364], [1.3511, -1.5535, 0.4386], [1.8311, 0.9457, 1.2853], [1.6403, -0.1448, 2.6453], [0.3592, 1.1266, 2.2434], [-0.2807, -1.1334, 1.6202], [0.3898, 0.5200, -0.8995], [-0.9146, 0.8478, 0.1153], [-0.8851, -0.7579, -0.7517], [1.8442, -1.9026, 1.1971], [3.4701, -4.0762, 4.4186], [2.6120, -3.4789, 3.2908], [1.3094, -2.9440, 3.8685], [3.2970, -2.4596, 2.6066], [3.4790, -3.3541, 5.2368], [4.4890, -4.2415, 4.0686], [3.0563, -5.0208, 4.7682], [2.2780, -4.3100, 2.6499], [0.6976, -2.3265, 3.2084], [1.5240, -2.2928, 4.7275], [0.6822, -3.7409, 4.2689], [4.1453, -2.7946, 2.2837], [-4.5763, 2.6487, -2.0558], [-3.7564, 3.8957, -1.7470], [-2.7615, 3.6917, -0.6188], [-2.9777, 4.2725, -2.9090], [-4.9753, 2.1378, -1.1752], [-3.9604, 1.9280, -2.5874], [-5.4737, 2.9141, -2.6208], [-4.3941, 4.7516, -1.5097], [-2.0261, 2.9307, -0.8908], [-3.2470, 3.4703, 0.3296], [-2.1853, 4.6134, -0.5000], [-3.6096, 4.6836, -3.5084], [1.5625, 4.7183, -3.2570], [0.8713, 4.7496, -1.8921], [1.4920, 3.6983, -0.9937], [1.0663, 6.0066, -1.2328], [0.9745, 5.2050, -4.0426], [1.7985, 3.7005, -3.5625], [2.4837, 5.3070, -3.2498], [-0.2008, 4.5882, -2.0119], [1.3122, 2.7180, -1.4426], [0.9788, 3.6747, -0.0278], [2.5615, 3.8007, -0.8492], [0.6037, 6.6905, -1.7276], [-1.5557, 1.9607, -5.6287], [-0.3259, 2.0785, -4.7342], [-0.4881, 1.2872, -3.4591], [0.7881, 1.5047, -5.4317], [-2.4484, 2.4036, -5.1820], [-1.7952, 0.9038, -5.7680], [-1.3393, 2.3867, -6.6092], [-0.1176, 3.1058, -4.4348], [-0.5517, 0.2050, -3.6046], [-1.3607, 1.5913, -2.8857], [0.4066, 1.3421, -2.8336], [1.0880, 2.1267, -6.1016], [4.5128, 2.4558, 0.9173], [5.2001, 1.1834, 0.4519], [4.2315, 0.2474, -0.2808], [6.2365, 1.5906, -0.4472], [3.6525, 2.2304, 1.5435], [4.2154, 3.0375, 0.0464], [5.2393, 3.1014, 1.4145], [5.6965, 0.7074, 1.3034], [3.6333, -0.3413, 0.4090], [4.7378, -0.3930, -1.0091], [3.5850, 0.8378, -0.9394], [6.3573, 0.9745, -1.1711]],
  "mulliken_charge": [-0.64, -0.51, -0.53, -0.20, 0.53, 0.38, 0.31, 0.34, 0.29, -1.25, 1.09, -0.75, 0.42, 0.38, 0.11, -0.64, 0.17, 0.35, -0.59, 0.44, 0.24, -0.84, 0.13, -0.31, -0.58, 0.37, 0.29, -0.01, 0.39, 0.32, -0.22, 0.16, 0.34, -0.61, 0.26, -1.54, -0.50, 0.71, -0.17, 0.15, 0.25, 0.36, 0.36, 0.33, 0.34, -1.56, 2.07, -1.21, -0.65, 0.33, 0.43, 0.31, -0.83, 0.31, 0.03, 0.45, 0.40, -1.94, 2.17, -1.20, -0.50, 0.48, 0.39, 0.50, -0.96, 0.13, 0.48, 0.15, 0.26, -1.05, 1.32, -0.10, 1.13, -0.17, 0.34, 0.32, -0.82, -0.59, 0.37, -0.04, -0.73, -1.57, 0.79, -0.91, -0.42, 0.37, 0.38, 0.39, 0.05, -0.17, 0.51, 0.48, 0.15, -1.20, 0.31, -0.82, -0.54, 0.42, 0.08, 0.46, 0.56, -0.25, 0.57, 0.19, 0.30, -1.72, 1.54, 0.25, -0.61, 0.43, 0.32, 0.43, -0.46, -0.37, -0.24, 0.25, 0.37, -1.40, 0.75, 0.78, -0.59, 0.19, 0.32, 0.43, -0.31, -0.27, -0.31, -0.26, 0.38, -1.17, 0.66, -0.59, -0.60, 0.21, 0.21, 0.43, 0.20, -0.21, 0.43, 0.22, 0.32],
  "orbital_gap_ev": 9.84,
  "lumo_energy_ev": 0.41
}

Name the most stable of them. entry x.